Record 1
The following is a quantum chemistry calculation of 2 unconnected molecules or ions with the total composition C5H7NO, from OMol25.

Properties
E_HOMO: -0.3049 Eh
net charge: 0
Kohn-Sham gap: 8.07 eV

Last column: Mulliken charge in e.
Element x y z (Å)
O 1.12770 -0.80732 1.46966  -0.152
N -0.66446 1.51709 -0.59090  -0.451
C -0.06839 -0.39085 0.89160  0.396
C 1.61602 0.83377 0.03909  -0.256
C 2.19282 -0.21743 0.86522  -0.643
C 0.26021 0.79464 0.08634  0.509
C -1.08969 -1.21890 0.75612  -0.876
H -1.58882 1.56220 -0.19890  0.229
H -1.05272 -2.19870 1.21951  0.294
H -0.61336 -1.63565 -1.85093  0.127
H 0.05212 -1.39601 -1.68316  -0.112
H -0.34215 2.35324 -1.05929  0.231
H -1.91458 -0.97237 0.09839  0.334
H 2.16629 1.51980 -0.59144  0.369

---

Record 2
The following is a quantum chemistry calculation of a molecular structure, C47H36BrIrN5O6 at a distorted geometry, from OMol25.

Properties
E_HOMO (alpha / beta): -0.4560 / -0.4561 Eh
spin multiplicity: 2
net charge: +2
Kohn-Sham gap (alpha / beta): 5.02 / 5.03 eV

Last column: Löwdin spin population.
Element x y z (Å)
Ir -0.44911 -0.26368 0.74584  0.834
Br -5.74449 -3.47759 5.04767  0.000
O -2.20410 0.63835 -3.19596  0.000
O 2.66802 -2.39023 2.14478  0.021
O -1.52761 -0.18150 4.37398  -0.001
O -1.49714 0.54272 2.26607  0.012
O 2.37557 1.17132 -0.08472  0.006
O -2.20785 -1.28451 -0.19428  0.048
N 0.25698 1.44552 -1.92699  0.000
N -1.00497 1.16442 -1.25741  0.012
N 0.54904 -1.48258 -0.58276  0.004
N 0.89379 -1.04561 1.98763  0.003
N 0.19454 0.72403 -2.92286  0.010
C 1.33874 1.64358 3.24012  0.009
C -5.41140 -0.99610 1.75544  0.000
C -2.79976 -3.06656 -5.35684  0.000
C -2.96982 2.60701 0.64947  0.000
C 2.33698 0.54681 5.11515  0.000
C -5.22890 3.75642 -0.45514  0.000
C -1.17157 0.20580 -2.47073  -0.001
C 2.44654 -1.92163 3.52051  0.000
C 1.73888 -1.83007 1.41570  0.029
C 1.70754 2.87267 3.77035  0.001
C 2.08220 4.57831 -2.45099  0.000
C 1.18121 3.54624 -2.58013  0.000
C -3.39253 -0.72806 3.03283  0.000
C -3.07729 2.70530 -0.72554  0.000
C -2.04703 -0.11458 3.28174  0.001
C -2.28469 -1.70258 -1.34564  0.005
C -5.10566 -2.22929 3.78429  0.000
C -3.99752 3.04556 1.47358  0.000
C -1.94298 -2.73314 -6.38947  0.000
C -0.57932 -1.50476 -4.83092  0.000
C -5.13159 3.61550 0.92265  0.000
C 1.57824 -2.14785 0.00241  -0.003
C 3.05527 4.49915 -1.45956  0.000
C -0.83091 -1.94887 -6.12206  0.000
C 3.66574 0.87362 0.48598  0.000
C -1.90210 2.37889 -1.62350  0.001
C -1.43650 -1.83218 -3.78727  0.000
C -1.16813 -1.32795 -2.36173  -0.001
C 1.95333 -3.49479 -1.90452  -0.006
C 0.15207 -1.89244 -1.80042  -0.005
C -4.16462 -0.41228 1.92269  0.000
C 2.70240 1.77194 5.64906  0.000
C 3.15895 3.39313 -0.63538  0.000
C 2.26742 2.32699 -0.75373  0.001
C 2.39167 2.94309 4.97346  0.000
C -2.55939 -2.61810 -4.05741  0.000
C 0.84348 -2.89674 -2.47302  0.004
C -3.87186 -1.63635 3.97484  0.000
C -3.37917 -2.54492 -1.73929  0.002
C -5.88661 -1.91378 2.68047  0.000
C -2.28763 2.06754 -3.08200  0.001
C 1.25182 2.45676 -1.70732  0.000
C -4.20696 3.31396 -1.27889  0.000
C 2.31661 -3.12968 -0.62022  0.003
C 1.26604 -0.91974 3.42869  0.001
C 1.65812 0.46777 3.90092  0.000
C -3.49614 -2.96897 -3.00528  0.000
H 2.02817 5.43460 -3.10709  0.000
H 0.50330 -3.22256 -3.44236  0.000
H 3.94704 3.34587 0.10072  0.000
H 2.49338 -4.26343 -2.43960  0.000
H -2.08678 2.19297 1.09809  0.000
H -3.31008 2.33242 -3.31440  0.000
H 3.62865 -0.17374 0.76868  0.000
H 2.56716 -0.35304 5.67535  0.000
H -2.13835 -3.08318 -7.39350  0.000
H -0.14950 -1.68242 -6.91871  0.000
H 0.31043 -0.91526 -4.65494  0.000
H 0.40807 3.57509 -3.33657  0.000
H 4.44540 1.02818 -0.25938  0.000
H 3.37164 -1.44908 3.83598  0.000
H -3.67149 -3.67954 -5.54815  0.000
H -6.10272 4.22025 -0.89217  0.000
H -1.62253 2.52029 -3.81867  0.000
H -4.30768 3.47445 -2.34389  0.000
H 3.76155 5.30953 -1.33824  0.000
H 1.43742 3.78161 3.24705  0.000
H -6.85690 -2.37452 2.55625  0.000
H 0.77466 1.62640 2.32009  0.008
H -3.89419 2.94632 2.54638  0.000
H 3.12205 -3.61055 -0.08273  0.000
H -3.79846 0.30556 1.20299  0.000
H -5.93165 3.96653 1.56023  0.000
H 2.24052 -2.79923 4.12615  0.000
H -3.27525 -1.85958 4.84788  0.000
H 0.40952 -1.25374 4.01232  0.000
H -1.22549 3.23565 -1.59959  0.000
H 3.84425 1.47436 1.37523  0.000
H 2.66830 3.90200 5.39046  0.000
H -6.02820 -0.72812 0.90672  0.000
H -4.33256 -3.60051 -3.28222  0.000
H -4.08628 -2.79894 -0.96111  0.000
H 3.22034 1.81035 6.59771  0.000

---

Record 3
The following is a quantum chemistry calculation of a single C3H4N2S molecule at a distorted geometry, from OMol25.

Properties
E_HOMO: -0.3365 Eh
net charge: 0
Kohn-Sham gap: 9.22 eV
SMILES: N#CCNC=S

Last column: Mulliken charge in e.
Element x y z (Å)
S -2.36429 -0.80670 0.01101  -0.275
N -0.13535 0.73490 0.16228  -0.121
N 3.09233 -0.47673 -0.04967  -0.382
C 1.92910 -0.58328 -0.03511  0.121
C -1.48642 0.59264 -0.12408  -0.132
C 0.45868 -0.48827 0.03882  -0.486
H -1.89018 1.56616 -0.38782  0.294
H 0.20566 1.65316 0.16049  0.249
H 0.08919 -1.03337 0.92466  0.349
H 0.10127 -1.15852 -0.70057  0.383

---

Record 4
The following is a quantum chemistry calculation of 9 unconnected molecules or ions with the total composition C18H48F12N7O9P2 at a distorted geometry, from OMol25.

Properties
E_HOMO: -0.6181 Eh
net charge: +3
Kohn-Sham gap: 8.74 eV

Last column: Mulliken charge in e.
Element x y z (Å)
P 1.32747 4.05613 -4.03436  1.585
P -4.53390 0.84079 -0.32676  1.274
F 0.05342 4.15496 -5.02445  -0.361
F 0.63020 5.07440 -3.01383  -0.342
F -4.69926 1.48221 -1.78055  -0.339
F -3.68732 2.12836 0.17469  -0.367
F 2.04873 5.24317 -4.81917  -0.300
F 1.97085 2.96776 -5.09067  -0.376
F -3.12263 0.10128 -0.75918  -0.401
F 0.66507 2.78025 -3.22460  -0.653
F -5.88456 1.48665 0.18668  -0.340
F 2.63671 3.93768 -3.08212  -0.397
F -4.35295 0.11829 1.16476  -0.473
F -5.32076 -0.48576 -0.82580  -0.426
O -3.26083 0.38241 -4.23757  -0.442
O -0.28311 3.64242 2.54183  -0.504
O 0.46211 -0.79467 0.62219  -0.456
O 0.62546 0.63025 -1.05293  -0.921
O 2.70635 -5.76583 -0.28225  -0.378
O -0.04609 1.05178 5.95634  -0.314
O 5.86770 1.78205 -3.94049  -0.355
O -3.00399 -4.48983 1.38671  -0.468
O -0.75089 0.96804 0.57567  -0.615
N -1.09369 0.21167 -3.48674  0.609
N -3.27216 -2.24241 1.11570  0.330
N 1.69823 0.34578 4.54744  -0.139
N 5.64883 -0.12103 -2.64608  -0.089
N 1.84882 -6.00609 1.85160  -0.160
N 0.12951 0.25911 0.03444  0.755
N -0.95391 3.67197 0.35601  0.609
C 0.87401 -4.30631 0.19448  -1.027
C 3.61166 1.00097 -3.82921  -0.508
C 5.09143 0.94639 -3.65778  0.109
C -3.76033 -3.58814 1.56700  0.499
C 1.52399 -0.42119 7.01547  -1.139
C -1.21700 3.82985 1.83243  0.822
C 4.96989 0.00745 -1.32697  -0.886
C 1.86522 -5.37286 0.43819  0.590
C -2.27652 2.48212 -3.82891  -0.808
C -2.57356 4.30112 2.19292  -1.300
C 0.92350 0.39760 5.92183  0.632
C -2.31506 1.01111 -3.91156  0.623
C -5.10864 -3.64937 2.19810  -1.035
C -2.24863 -1.70430 2.06687  -0.649
C -0.19121 -0.05595 -4.67313  -0.787
C 0.94330 1.04640 3.46359  -1.100
C 2.44964 -7.41254 1.87647  -0.816
C 0.26431 4.45444 -0.18634  -0.680
H -2.82908 -2.39400 0.20448  0.296
H 0.18894 0.91314 -4.99014  0.347
H -1.29790 -2.17703 1.86799  0.150
H -1.42094 -0.63962 -3.03113  0.401
H -0.51149 0.69673 -2.78318  -0.281
H -1.76970 2.90157 -4.71065  0.428
H 1.95350 -7.99226 1.10312  0.365
H -0.78780 2.65060 0.23662  -0.058
H -0.14437 5.34243 -0.64461  0.421
H 1.23461 0.02931 7.95978  0.342
H 1.97570 -0.62873 4.42590  0.380
H 1.55337 1.07374 2.56615  0.373
H 2.22556 -7.82892 2.85255  0.369
H 0.72044 3.75181 -0.87553  0.098
H 1.19122 -1.45707 6.90543  0.331
H -1.74382 3.95168 -0.22638  0.438
H 5.43378 -1.01262 -3.10102  0.373
H -5.01542 -4.35653 3.02041  0.370
H -2.22207 -0.62413 1.96782  0.115
H 0.76285 2.05040 3.83212  0.535
H 3.50616 -7.34074 1.65497  0.336
H -2.62742 4.44686 3.26815  0.397
H 2.57496 0.85447 4.71188  0.413
H -4.00615 -1.54302 0.90017  0.198
H -5.81499 -4.08990 1.48847  0.361
H 2.48796 -5.40461 2.37704  0.357
H 5.63848 -0.32826 -0.54205  0.407
H 0.00295 0.55781 3.23917  0.295
H -3.33429 3.57281 1.90120  0.249
H -1.64642 2.94113 -3.06449  -0.140
H 0.93211 -3.44091 0.86475  0.224
H 3.12943 1.54143 -3.01188  0.092
H -5.49350 -2.66928 2.46968  0.324
H 0.92595 -6.03650 2.28627  0.416
H -3.29578 2.83370 -3.72172  0.439
H -0.15673 -4.65361 0.35017  0.366
H 6.66784 -0.03026 -2.64045  0.381
H 0.55160 -0.75823 -4.31597  0.296
H 3.40604 1.50186 -4.77091  0.420
H 0.95173 4.63016 0.63311  0.296
H -0.80068 -0.47229 -5.47007  0.378
H 2.61653 -0.47818 6.98713  0.398
H 4.64195 1.02750 -1.16042  0.320
H -2.78337 5.24853 1.69113  0.404
H 0.91701 -3.94725 -0.82847  0.360
H 3.15922 0.00072 -3.80423  0.333
H -2.62294 -1.95471 3.06018  0.458
H 4.09555 -0.63833 -1.37256  0.349

---

Question: Number 4 is which compound?
Answer: C18H48F12N7O9P2